Entry 1:
An isolated ion of composition C4H11N2O and charge +1 at a distorted geometry. Source: the Open Molecules 2025 dataset; level of theory: ωB97M-V/def2-TZVPD.

## Properties
- F_max (eV Å⁻¹) = 1.2
- E_HOMO (eV) = -13.397
- total charge = +1

Geometry as XYZ:
```
18
C4H11N2O, DFT ωB97M-V/def2-TZVPD
H -1.293 1.849 -2.029
H 0.415 1.835 0.009
N 0.338 -1.045 -1.053
C -0.553 0.101 -0.884
C -0.674 0.942 -2.175
H -0.283 -1.485 0.897
N 0.092 -1.053 1.750
H 0.804 -1.715 2.066
H 1.720 0.110 1.019
C -0.165 0.968 0.320
H 0.143 -1.536 -1.912
O -0.138 0.602 -3.182
H 1.309 -0.747 -1.023
H 0.795 0.867 2.236
C 0.693 0.256 1.351
H -0.641 -1.008 2.465
H -1.537 -0.340 -0.687
H -1.025 1.399 0.833
```

***

Entry 2:
C14H13FN4OS3 as an isolated structure at a distorted geometry. Source: the Open Molecules 2025 dataset; level of theory: ωB97M-V/def2-TZVPD.

## Properties
- F_max (eV Å⁻¹) = 17.4
- E_HOMO (eV) = -8.324
- total charge = 0

Geometry as XYZ:
```
36
C14H13FN4OS3, DFT ωB97M-V/def2-TZVPD
N 0.444 -1.910 -0.047
H 2.951 0.256 -3.393
H -1.808 2.016 3.064
H 3.668 -0.282 1.146
S 0.574 1.122 -0.631
H 1.413 -0.695 -1.798
S 2.282 -2.939 -1.754
H 4.107 -1.055 -3.545
H 2.462 -1.090 -4.210
H -1.632 2.390 -1.151
F -5.209 4.075 0.855
H -0.304 -4.150 2.003
C -4.058 3.569 0.667
C -0.538 -3.735 1.199
H -0.170 -1.903 1.940
O 4.557 -0.936 -0.996
H -4.034 3.568 -1.288
N 0.130 1.024 1.875
C -0.405 1.428 0.817
N 2.949 0.005 0.033
H -1.241 -1.808 0.807
N 1.545 0.513 1.892
C 3.239 -0.671 -0.874
C -3.464 3.085 -0.453
C -3.639 2.965 2.109
C -2.284 2.414 -0.274
C 0.844 -3.097 -0.786
H -4.046 3.330 2.949
C -1.668 2.219 0.848
C -0.303 -2.123 0.918
C 2.341 -0.933 -2.000
C 3.024 -0.668 -3.303
S 0.530 -4.567 -0.026
C -2.400 2.366 1.930
H -1.673 -4.204 0.906
C 1.818 0.419 0.572
```

***

Entry 3:
C18H35AlAs2INO4P as an isolated structure. Source: the Open Molecules 2025 dataset; level of theory: ωB97M-V/def2-TZVPD.

## Properties
- F_max (eV Å⁻¹) = 0.6
- E_HOMO (eV) = -17.358
- total charge = +3

Geometry as XYZ:
```
63
C18H35AlAs2INO4P, DFT ωB97M-V/def2-TZVPD
H 3.127 2.819 2.291
As -1.732 -0.767 -1.401
H -1.794 -0.134 -3.838
H 3.924 0.049 -0.512
H -1.103 2.702 4.300
H -0.492 -3.642 3.264
H 1.466 -2.388 2.368
H -2.331 1.483 3.879
H 2.315 1.353 2.844
H -2.115 4.955 -2.674
H -0.806 -5.587 -2.338
C 0.822 -2.115 -1.824
H -2.795 -1.274 0.815
C -1.353 1.644 4.334
H -2.701 3.625 -1.712
O 0.459 -0.707 1.836
H -1.548 -2.267 3.009
I 0.314 6.316 -3.062
H -3.073 -1.294 -3.428
N -1.947 4.059 -2.226
C -0.569 -2.266 -1.709
H -0.251 1.211 6.128
H 0.625 3.102 2.263
C 0.342 4.202 -3.043
C -0.648 -2.763 2.638
P -0.643 0.432 2.028
C 1.024 -4.471 -2.311
C 0.571 -1.885 2.724
H 1.704 0.075 -4.059
Al -0.127 0.990 -0.733
C -0.748 3.558 -2.244
O -0.339 0.976 3.462
H 2.997 1.446 1.202
H -1.963 1.568 6.357
H 1.644 -5.324 -2.549
H -3.468 -2.305 -0.475
C 1.198 2.599 1.487
C -3.147 -1.299 -0.212
C 1.607 -3.224 -2.127
C 2.476 1.998 1.983
H 3.663 -1.698 -0.691
H 2.682 -3.133 -2.230
C 2.488 0.033 -3.306
H -1.484 -0.002 5.718
H 0.754 -1.505 3.727
H 2.999 0.991 -3.233
H 3.205 -0.742 -3.575
C -2.557 -0.390 -3.105
H -3.276 0.421 -3.005
As 1.720 -0.426 -1.596
H 0.226 3.865 -4.076
H 2.834 -0.815 0.617
C -0.349 -4.618 -2.192
O -0.487 2.477 -1.604
H -0.818 -3.107 1.616
H 1.297 3.853 -2.663
C 3.198 -0.755 -0.406
H -2.216 -3.662 -1.820
H 1.329 3.281 0.648
C -1.245 1.061 5.711
C -1.145 -3.519 -1.894
H -3.979 -0.608 -0.338
O 0.238 1.548 0.961
```

***

Which value of E_HOMO does entry 1 give? -13.397 eV

***

What is the E_HOMO in the third record? -17.358 eV